# 1
A 7-piece molecular cluster, C20H29F7N2O20S2 overall, computed with ωB97M-V/def2-TZVPD.

Summary:
Orbital gap = 10.15 eV
HOMO level = -10.924 eV
LUMO level = -0.77 eV
Spin multiplicity = 1

Geometry as XYZ:
```
80
Properties=species:S:1:pos:R:3:mulliken_charge:R:1
C 6.99694 -38.34841 -18.26569 -0.9029
N 7.64957 -39.27729 -19.22813 0.1298
C 8.22014 -40.39491 -18.40201 -1.0955
C 6.62350 -39.81711 -20.15836 -0.8939
C 8.72421 -38.50753 -19.93908 -0.3701
C 9.16787 -39.12584 -21.25531 -0.5544
O 9.38849 -40.53194 -21.10590 -0.5146
H 7.75431 -37.87732 -17.64054 0.3532
H 6.38086 -38.94323 -17.59498 0.4000
H 6.42909 -37.58220 -18.78515 0.4304
H 7.38614 -40.96062 -17.99416 0.4251
H 8.88029 -39.97544 -17.64972 0.5679
H 8.77753 -41.04804 -19.06500 0.2890
H 5.74138 -40.04033 -19.56638 0.4046
H 7.05505 -40.70598 -20.60800 0.3422
H 6.39324 -39.06298 -20.90527 0.3411
H 9.56251 -38.36477 -19.26424 0.2191
H 8.20722 -37.58894 -20.23537 0.3754
H 10.09534 -38.64862 -21.57918 0.3161
H 8.49955 -38.97286 -22.10364 0.5407
H 10.27829 -40.61599 -20.72020 0.1855
N 11.62631 -40.50613 -19.39754 -0.0381
S 11.65824 -41.16667 -17.97054 0.9049
O 10.77002 -40.63899 -16.98744 -0.5662
O 12.97307 -41.54701 -17.55879 -0.3240
F 11.02451 -42.58800 -18.33702 -0.3847
S 12.61548 -39.19677 -19.07480 0.8028
O 13.98494 -39.27665 -19.43168 -0.5728
O 12.27187 -38.43320 -17.92334 -0.5424
F 11.99030 -38.31962 -20.27376 -0.2842
C 16.46779 -39.60669 -17.44987 0.2482
C 15.98972 -38.93176 -16.19563 0.3460
O 17.03748 -39.25611 -15.30986 -0.3688
C 17.56196 -40.46249 -15.68676 0.5711
O 18.26835 -41.12814 -15.01934 -0.4964
O 17.18070 -40.74132 -16.97164 -0.3383
F 14.81586 -39.45034 -15.72664 -0.1946
H 16.98408 -38.94014 -18.14231 0.2065
H 15.64269 -40.00137 -18.04249 -0.2592
H 15.87357 -37.85457 -16.27300 0.3426
C 12.24936 -38.12530 -14.57667 0.2358
C 11.65193 -39.46758 -14.20651 0.3798
O 11.42296 -39.28954 -12.81361 -0.3671
C 11.15246 -37.97006 -12.62755 0.5630
O 10.74672 -37.48767 -11.62769 -0.5161
O 11.38138 -37.29964 -13.78806 -0.3993
F 12.46201 -40.51887 -14.39586 -0.0958
H 12.16782 -37.85416 -15.62244 0.0169
H 13.29131 -38.08832 -14.25500 0.1285
H 10.70550 -39.61744 -14.72845 0.0756
C 12.75093 -41.91101 -22.24087 0.0801
C 12.68778 -43.08728 -21.22870 0.8437
O 13.98942 -43.14435 -20.72350 -0.3373
C 14.82200 -42.33150 -21.41964 0.6481
O 15.98589 -42.23065 -21.25875 -0.5111
O 14.12671 -41.66347 -22.36543 -0.3662
F 12.41783 -44.29332 -21.81029 -0.3547
H 12.20299 -41.05354 -21.87508 -0.0647
H 12.40078 -42.35884 -23.17070 0.3526
H 11.99625 -42.97318 -20.39774 -0.2531
C 14.30232 -43.89567 -15.62222 -0.0090
C 14.44367 -45.36787 -15.21975 0.4247
O 14.31051 -45.38098 -13.83437 -0.3448
C 13.84924 -44.16406 -13.40940 0.5357
O 13.57705 -43.91047 -12.29011 -0.5094
O 13.75659 -43.31104 -14.44002 -0.1667
F 15.70059 -45.80181 -15.55559 -0.2997
H 13.68518 -43.72227 -16.49760 -0.0454
H 15.27689 -43.44809 -15.81291 0.1118
H 13.71345 -46.04157 -15.66585 0.2658
C 12.86976 -35.11855 -19.73781 0.0485
C 13.90018 -34.48342 -20.65674 0.3561
O 14.20336 -33.27918 -20.05654 -0.3200
C 13.18232 -32.93373 -19.21545 0.5397
O 13.05769 -31.90727 -18.65190 -0.4828
O 12.30726 -33.96787 -19.11944 -0.3143
F 13.30806 -34.23826 -21.89233 -0.3191
H 13.30027 -35.81629 -19.01945 0.0182
H 12.10989 -35.63691 -20.31480 0.0815
H 14.77061 -35.08376 -20.90472 0.3295
```


# 2
C20H29N2PdS2Si as an isolated structure, computed with ωB97M-V/def2-TZVPD.

Summary:
Orbital gap (alpha / beta) = 5.61 / 5.61 eV
HOMO level (alpha / beta) = -11.188 / -11.188 eV
LUMO level (alpha / beta) = -5.57 / -5.57 eV
Spin multiplicity = 1
Net charge = +1

Geometry as XYZ:
```
55
Properties=species:S:1:pos:R:3:nbo_charge:R:1
Pd -0.18739 -0.33940 0.11411 0.7936
C -1.87670 1.18821 2.21883 -0.4289
N -1.19930 1.57182 0.96344 -0.5283
C -0.07087 2.47993 1.17574 -0.2338
C 1.06765 1.77936 1.89212 -0.2389
N 1.68011 0.66476 1.12214 -0.4858
C 2.31894 -0.30560 2.04365 -0.4272
C 2.63778 1.16647 0.14671 0.1707
C 3.87390 1.65389 0.55508 -0.2373
C 4.79135 2.10810 -0.37375 -0.1999
C 4.47244 2.07589 -1.72521 -0.1769
C 3.24309 1.59543 -2.13348 -0.1980
C 2.31857 1.13967 -1.19298 -0.2559
S 0.78582 0.54211 -1.79557 0.1842
C -2.17340 2.05536 0.01928 0.2071
C -2.59361 3.37519 0.00541 -0.2603
C -3.57679 3.79227 -0.87908 -0.1726
C -4.14167 2.88792 -1.76543 -0.1940
C -3.72417 1.56821 -1.75818 -0.1845
C -2.74678 1.13841 -0.85835 -0.2545
S -2.30617 -0.55305 -0.88929 0.0610
H -2.30570 2.06607 2.71143 0.2104
H -1.18346 0.69709 2.90001 0.1992
H -2.68093 0.49001 1.99296 0.2336
H -0.35188 3.34131 1.79127 0.2056
H 0.25154 2.84334 0.20055 0.2356
H 0.71677 1.37074 2.83945 0.2111
H 1.82366 2.53334 2.12237 0.2244
H 2.92740 0.19474 2.80046 0.2028
H 2.95646 -0.97537 1.47170 0.2267
H 1.55112 -0.88216 2.54412 0.2260
H 4.12594 1.67841 1.60859 0.2219
H 5.75092 2.48134 -0.04373 0.2335
H 5.18779 2.41656 -2.46202 0.2355
H 2.98235 1.55757 -3.18503 0.2342
H -2.15945 4.09132 0.69285 0.2218
H -3.90725 4.82211 -0.86104 0.2295
H -4.89722 3.21497 -2.46794 0.2340
H -4.14766 0.84953 -2.44939 0.2333
C -2.44890 -3.01533 1.76651 -1.1296
Si -0.58516 -3.09653 1.84938 1.5681
C -0.01212 -4.87522 1.90042 -1.0899
C -0.02899 -2.36315 3.48231 -1.1213
C 0.18083 -2.40137 0.25546 -0.8753
H -2.87541 -3.05893 2.77156 0.2501
H -2.83272 -3.87091 1.20383 0.2547
H -2.81309 -2.11304 1.27900 0.2465
H -0.41520 -5.35547 2.79642 0.2534
H 1.07848 -4.93714 1.94211 0.2435
H -0.35056 -5.43904 1.02811 0.2495
H -0.53032 -2.94266 4.26264 0.2632
H -0.29641 -1.31465 3.64022 0.2221
H 1.04623 -2.47788 3.63795 0.2388
H -0.30909 -2.78833 -0.63528 0.2397
H 1.26358 -2.47709 0.16025 0.2274
```


# 3
One molecule with the formula C20H29N3O3S, computed with ωB97M-V/def2-TZVPD.

Summary:
Orbital gap = 8.77 eV
HOMO level = -8.809 eV
Structure (SMILES) = CC[C@@H](CC(=O)N(C)[C@@H]1CN(C(=O)/C=C/c2cc(C)no2)CC12CC2)SC
LUMO level = -0.04 eV
Spin multiplicity = 1

Geometry as XYZ:
```
56
Properties=species:S:1:pos:R:3:nbo_charge:R:1
C -5.88451 1.61276 -3.80626 -0.6093
C -4.53871 1.76577 -3.11008 -0.4128
C -3.76865 0.44706 -3.01660 -0.3098
C -2.27623 0.60778 -2.71600 -0.5080
C -1.98498 1.20422 -1.34958 0.7246
O -2.41458 2.30441 -1.05792 -0.6220
N -1.01311 0.56345 -0.59139 -0.4664
C -1.22553 -0.83798 -0.23351 -0.4146
C -0.46301 1.37550 0.50397 -0.0401
C 0.98859 0.98031 0.80424 -0.2245
N 0.91670 0.15195 2.00759 -0.4245
C 1.89994 -0.61069 2.53846 0.6449
O 1.71054 -1.28693 3.54103 -0.6342
C 3.22023 -0.58226 1.84377 -0.2728
C 4.20886 -1.34319 2.30360 -0.1658
C 5.53467 -1.39734 1.71945 0.2753
C 6.64474 -2.09595 2.05978 -0.3310
C 7.60920 -1.70392 1.08877 0.1532
C 9.02671 -2.14403 0.95360 -0.6414
N 7.10293 -0.84860 0.24541 -0.1229
O 5.79029 -0.64581 0.63568 -0.2881
C -0.38381 0.20570 2.66673 -0.1970
C -1.15491 1.22850 1.85516 -0.1063
C -1.71783 2.44976 2.52711 -0.3899
C -2.63464 1.37013 2.02230 -0.4161
S -4.56504 -0.62345 -1.77056 0.1874
C -4.10477 -2.24569 -2.40821 -0.7459
H -6.40813 2.56786 -3.85148 0.2134
H -5.75670 1.25389 -4.83034 0.1961
H -6.52287 0.90311 -3.27959 0.2153
H -3.91532 2.48004 -3.65467 0.2078
H -4.66429 2.18888 -2.11282 0.2263
H -3.86615 -0.07252 -3.97475 0.2129
H -1.75927 -0.34178 -2.84791 0.2137
H -1.83530 1.31143 -3.42901 0.2397
H -1.55823 -1.40598 -1.09772 0.2079
H -0.28744 -1.27105 0.11381 0.2063
H -1.98043 -0.93885 0.54879 0.2010
H -0.51261 2.40479 0.16286 0.2460
H 1.41972 0.43648 -0.03656 0.2141
H 1.59089 1.87500 0.98231 0.2055
H 3.37465 0.05621 0.98471 0.2182
H 4.02719 -1.96691 3.17084 0.2449
H 6.76148 -2.78363 2.87902 0.2357
H 9.08116 -3.22267 0.80486 0.2262
H 9.48817 -1.64786 0.10296 0.2381
H 9.59193 -1.90173 1.85370 0.2265
H -0.84983 -0.78359 2.65260 0.2026
H -0.26823 0.49424 3.71299 0.2161
H -1.57667 2.54511 3.59557 0.2120
H -1.69817 3.37842 1.97213 0.2200
H -3.22499 1.58594 1.14371 0.2427
H -3.10572 0.72615 2.75451 0.2151
H -4.50146 -2.98879 -1.71880 0.2350
H -4.54259 -2.41095 -3.39190 0.2166
H -3.02389 -2.37267 -2.46634 0.2024
```


It is found that the energy above the lowest of the compared OMol25 structures with the same formula, charge and spin values, taken in the order of the records, are 0.0000; 0.0000; 2.7469 eV.
It is found that the electronic energy values, taken in the order of the records, are -105832.4258; -57212.6599; -42657.2667 eV.
It is found that the F_max values, taken in the order of the records, are 4.2; 1.7; 0.7 eV Å⁻¹.